Entry 1:
The following is a quantum chemistry calculation of the molecule C2H4N2O4, from the Open Molecules 2025 dataset.

Structure (XYZ):
```
12
Properties=species:S:1:pos:R:3:forces:R:3:mulliken_charge:R:1
O -1.911 -0.306 1.055 0.58 1.01 1.37 -0.295
C -2.050 -0.567 -0.058 -0.93 -2.96 -4.45 0.193
O -1.036 -0.289 -1.215 -0.32 -0.76 3.63 -0.346
C 0.214 -0.187 -0.608 1.61 1.01 0.83 0.607
N 0.895 -1.219 -0.184 -0.47 1.87 -0.49 -0.421
O 2.136 -0.695 0.486 -2.55 0.06 -0.72 -0.440
N 0.784 1.128 -0.470 0.54 -1.75 0.86 -0.233
O -0.097 2.073 0.093 -0.17 0.28 0.22 -0.400
H -2.920 -1.318 -0.490 2.08 2.27 0.55 0.293
H 2.640 -1.459 0.322 1.44 -1.42 0.01 0.352
H 1.727 0.994 0.059 -2.42 0.77 -0.99 0.362
H -0.382 1.845 1.011 0.62 -0.39 -0.82 0.329
```
Forces are in eV/Å.

Output
SMILES ... O=CO/C(=N/O)NO
2S+1 ... 1
Net charge ... 0
HOMO energy ... -9.5808 eV
Orbital gap ... 10.160 eV

Entry 2:
The following is a quantum chemistry calculation of a structure of composition C22H63GaNO21P2S6, from the Open Molecules 2025 dataset.

Structure (XYZ):
```
116
Properties=species:S:1:pos:R:3:forces:R:3:mulliken_charge:R:1
C -2.074 4.743 -5.064 -0.11 -0.12 0.00 -1.015
C -3.173 5.042 -4.047 0.02 0.28 0.17 -0.232
C -2.749 4.874 -2.586 0.10 -0.19 0.13 -0.787
C -2.603 3.393 -2.156 0.09 0.14 -0.21 -0.392
Ga -0.702 2.697 -2.131 -0.69 0.04 -0.14 -0.081
N -0.529 0.767 -2.409 0.34 0.18 0.04 -0.522
P 0.438 3.022 -0.072 0.24 0.67 0.31 -0.217
P 2.148 1.815 -0.571 -0.46 -0.44 0.13 0.134
O 3.384 1.996 0.210 0.31 0.02 0.00 -0.318
O 1.693 0.268 -0.511 0.22 0.15 0.02 -0.365
O 2.418 2.096 -2.133 0.14 -0.15 0.00 -0.453
H -2.319 5.190 -6.031 0.04 -0.04 -0.03 0.374
H -1.941 3.672 -5.223 0.01 -0.01 0.07 0.129
H -1.116 5.137 -4.723 0.01 0.06 -0.06 0.349
H -4.037 4.401 -4.225 -0.04 0.02 -0.10 0.140
H -3.512 6.074 -4.198 0.04 0.00 0.02 0.359
H -1.810 5.420 -2.428 -0.02 0.04 -0.02 0.315
H -3.491 5.377 -1.954 -0.03 -0.02 -0.02 0.298
H -3.135 2.787 -2.902 -0.05 -0.11 0.13 0.029
H -3.114 3.233 -1.204 0.06 -0.09 0.02 0.517
H 0.163 3.448 -3.241 0.11 -0.08 0.00 -0.183
H -0.987 0.231 -1.680 -0.28 0.01 -0.13 0.103
H -0.933 0.502 -3.300 0.04 -0.22 0.05 0.153
H -0.117 2.100 0.846 -0.01 -0.19 -0.12 -0.112
H 0.887 0.148 -1.053 -0.02 -0.01 -0.23 0.460
H 1.664 1.780 -2.666 0.04 0.12 0.01 0.325
O 6.711 -0.588 4.125 -0.16 -0.07 0.09 -0.550
S 7.577 0.553 4.119 0.23 0.12 -0.26 1.253
O 7.277 1.664 4.968 -0.06 -0.02 0.07 -0.653
O 7.805 1.035 2.635 0.05 0.02 0.17 -0.311
C 6.639 1.303 1.794 -0.36 0.00 -0.29 -0.230
C 5.936 2.596 2.122 0.12 0.08 0.16 -0.822
C 9.232 0.036 4.432 0.02 -0.05 0.02 -1.006
H 5.962 0.450 1.852 0.04 -0.02 0.09 0.306
H 7.054 1.331 0.789 0.10 -0.02 0.04 0.173
H 5.468 2.560 3.105 -0.02 -0.03 -0.01 0.288
H 5.157 2.754 1.376 -0.07 -0.03 -0.01 0.309
H 6.634 3.434 2.109 0.02 -0.03 -0.04 0.288
H 9.468 -0.802 3.781 0.00 0.01 -0.01 0.305
H 9.273 -0.265 5.476 -0.02 0.00 0.00 0.364
H 9.897 0.876 4.253 -0.01 0.01 0.00 0.341
O -1.106 -1.042 0.265 -0.12 0.20 -0.25 -0.345
S -2.113 -1.867 0.848 0.26 -0.22 0.22 1.016
O -3.484 -1.450 0.833 -0.03 0.00 -0.11 -0.680
O -1.672 -2.201 2.333 -0.25 -0.04 -0.03 -0.218
C -1.360 -1.054 3.175 0.15 0.24 0.28 -0.089
C -2.601 -0.347 3.677 -0.09 -0.08 -0.11 -0.948
C -2.001 -3.495 0.189 0.03 -0.02 0.00 -1.004
H -0.703 -0.383 2.622 -0.01 -0.05 -0.07 0.261
H -0.791 -1.482 3.998 0.00 -0.10 -0.06 0.121
H -3.156 0.116 2.863 0.03 0.03 0.00 0.288
H -2.306 0.437 4.376 0.03 -0.02 0.02 0.423
H -3.273 -1.039 4.188 0.02 0.01 0.04 0.180
H -0.963 -3.812 0.218 0.01 0.01 0.01 0.321
H -2.357 -3.436 -0.837 0.01 0.02 0.00 0.374
H -2.633 -4.160 0.773 -0.01 0.01 0.00 0.303
O -4.805 2.531 -5.539 0.01 0.06 -0.08 -0.569
S -4.969 1.537 -6.552 -0.09 -0.12 0.06 1.202
O -4.157 1.576 -7.729 0.03 0.02 -0.01 -0.645
O -6.507 1.495 -6.975 0.05 -0.09 -0.08 -0.327
C -7.117 2.753 -7.342 -0.15 0.26 0.00 -0.316
C -6.695 3.236 -8.714 0.11 -0.07 -0.01 -0.975
C -4.880 -0.066 -5.837 -0.01 -0.03 0.02 -0.978
H -6.895 3.491 -6.569 0.07 -0.04 0.01 0.302
H -8.185 2.549 -7.314 0.02 -0.08 0.02 0.275
H -5.637 3.490 -8.740 0.00 0.01 0.02 0.293
H -7.270 4.126 -8.974 -0.03 -0.01 0.01 0.386
H -6.876 2.467 -9.464 -0.03 0.01 0.00 0.266
H -5.515 -0.093 -4.957 0.00 0.01 0.00 0.313
H -3.838 -0.218 -5.561 0.00 0.02 0.00 0.355
H -5.190 -0.797 -6.578 0.01 0.00 -0.01 0.361
O -6.338 -4.552 4.770 -0.01 0.00 0.07 -0.689
S -6.080 -3.432 3.912 -0.01 -0.01 -0.12 1.253
O -5.912 -2.136 4.494 0.02 -0.01 0.07 -0.606
O -7.218 -3.377 2.802 0.07 0.07 -0.03 -0.281
C -8.591 -3.382 3.253 -0.27 -0.04 0.08 -0.389
C -9.028 -2.051 3.825 0.11 0.05 0.03 -0.987
C -4.734 -3.770 2.841 0.01 -0.07 -0.04 -0.965
H -8.725 -4.195 3.969 0.08 0.01 0.02 0.355
H -9.162 -3.624 2.359 0.07 -0.01 -0.04 0.261
H -8.497 -1.817 4.746 0.00 -0.02 0.00 0.298
H -10.097 -2.085 4.042 -0.01 -0.02 -0.03 0.386
H -8.837 -1.247 3.115 -0.03 -0.01 -0.01 0.268
H -4.880 -4.754 2.402 -0.02 0.00 0.02 0.427
H -3.833 -3.753 3.453 -0.01 0.02 0.01 0.390
H -4.686 -2.992 2.082 0.01 0.04 0.03 0.250
O 2.417 -3.928 7.945 0.00 -0.10 0.01 -0.685
S 1.751 -3.117 6.970 0.18 0.34 -0.14 1.230
O 1.100 -3.746 5.861 -0.08 -0.10 0.02 -0.576
O 2.747 -2.003 6.448 -0.24 -0.05 0.08 -0.266
C 4.035 -2.419 5.921 0.40 -0.04 -0.14 -0.298
C 3.937 -3.018 4.535 -0.14 -0.06 0.02 -0.995
C 0.613 -2.035 7.763 -0.04 -0.01 0.06 -0.944
H 4.499 -3.104 6.632 -0.10 -0.02 0.03 0.357
H 4.619 -1.502 5.903 -0.06 0.03 0.00 0.190
H 3.391 -3.960 4.543 0.00 -0.01 0.02 0.399
H 4.941 -3.201 4.153 0.02 0.08 0.01 0.342
H 3.425 -2.335 3.858 0.06 0.03 -0.01 0.258
H 1.113 -1.546 8.594 0.01 0.01 -0.01 0.327
H -0.209 -2.653 8.117 0.01 -0.01 0.00 0.374
H 0.258 -1.311 7.035 0.01 0.00 -0.01 0.289
O 6.093 -2.167 -1.973 0.00 -0.08 -0.02 -0.685
S 5.807 -1.098 -2.886 0.05 0.17 0.08 1.253
O 5.242 -1.418 -4.164 -0.02 -0.05 -0.01 -0.636
O 7.161 -0.272 -3.111 -0.05 0.06 -0.07 -0.277
C 8.335 -1.018 -3.480 0.22 -0.12 0.00 -0.385
C 8.323 -1.467 -4.927 -0.11 0.00 -0.02 -0.998
C 4.882 0.170 -2.111 0.10 -0.10 -0.01 -0.647
H 8.448 -1.862 -2.797 -0.07 0.00 0.00 0.346
H 9.158 -0.329 -3.299 -0.05 0.05 0.03 0.272
H 7.534 -2.193 -5.111 0.00 0.00 0.02 0.308
H 9.282 -1.927 -5.171 0.02 0.03 0.02 0.384
H 8.159 -0.617 -5.589 0.03 0.01 0.00 0.261
H 5.338 0.415 -1.157 -0.05 0.01 0.02 0.175
H 3.877 -0.217 -1.958 -0.02 -0.01 0.02 0.282
H 4.854 1.033 -2.769 -0.06 0.01 0.00 0.363
```
Forces are in eV/Å.

Output
2S+1 ... 1
Net charge ... -1
HOMO energy ... -5.1003 eV
Orbital gap ... 6.882 eV

Entry 3:
The following is a quantum chemistry calculation of a structure of composition C32H39BrN5ORhSSb, from the Open Molecules 2025 dataset.

Structure (XYZ):
```
81
Properties=species:S:1:pos:R:3:forces:R:3:mulliken_charge:R:1
Rh -0.319 0.305 0.775 -0.20 -0.01 0.39 -0.343
Br 6.525 -7.222 -5.990 -0.02 0.02 0.06 -0.138
C 5.950 -6.427 -4.385 0.00 -0.03 -0.02 0.179
C 5.315 -7.208 -3.424 0.04 -0.01 -0.06 -0.581
C 4.893 -6.617 -2.255 -0.03 0.10 0.13 -0.261
C 5.094 -5.241 -2.033 0.19 -0.23 -0.17 0.352
C 5.746 -4.472 -3.017 -0.04 0.03 0.10 -0.058
C 6.171 -5.066 -4.182 0.03 -0.01 -0.04 -0.666
N 4.588 -4.740 -0.862 -0.16 0.24 0.18 -0.556
N 4.880 -3.514 -0.585 0.07 -0.20 -0.36 -0.319
C 4.056 -2.680 -0.011 -0.13 0.06 0.32 0.060
C 4.659 -1.417 0.353 0.14 -0.13 -0.11 -0.382
C 3.969 -0.395 0.877 0.06 0.18 0.19 -0.924
C 2.553 -0.512 1.127 0.12 -0.12 0.01 0.355
O 1.906 0.362 1.699 -0.13 0.37 -0.02 -0.848
C 1.889 -1.768 0.703 -0.05 -0.26 -0.05 0.441
N 0.558 -1.793 0.855 0.02 0.14 -0.24 -0.374
C -0.099 -2.921 0.625 0.00 0.02 -0.01 -0.286
C 0.553 -4.086 0.238 0.04 -0.03 0.02 -0.974
C 1.912 -4.053 0.013 -0.01 -0.01 -0.03 -0.331
C 2.619 -2.862 0.230 0.03 -0.02 -0.05 1.086
H 5.165 -8.264 -3.598 0.00 0.02 0.01 0.413
H 4.404 -7.198 -1.482 0.00 0.01 -0.03 0.434
H 5.920 -3.418 -2.847 -0.03 -0.01 0.01 0.431
H 6.678 -4.486 -4.940 -0.01 0.00 0.00 0.411
H 5.724 -1.345 0.169 -0.03 0.04 -0.01 0.492
H 4.439 0.540 1.154 0.04 -0.03 0.00 0.485
H -1.175 -2.893 0.746 0.01 0.00 -0.02 0.401
H -0.012 -4.996 0.093 0.01 0.02 -0.01 0.435
H 2.436 -4.935 -0.321 0.00 0.00 -0.02 0.648
C -2.751 -1.134 -0.913 -0.02 0.01 0.05 -0.038
C -3.818 -1.722 -0.227 -0.13 -0.04 0.05 1.491
C -4.928 -2.288 -0.906 0.03 0.01 0.00 -0.657
C -5.968 -2.856 -0.205 -0.01 0.00 0.00 -0.454
C -5.951 -2.886 1.190 0.02 0.01 0.00 -0.456
C -4.872 -2.336 1.882 -0.03 -0.01 0.01 -0.909
C -3.825 -1.765 1.193 0.03 0.02 -0.05 -0.007
H -1.936 -0.727 -0.318 0.06 0.07 -0.20 -1.006
H -2.705 -1.061 -1.990 0.00 -0.02 0.03 0.324
H -4.947 -2.267 -1.990 0.01 0.00 0.02 0.397
H -6.807 -3.282 -0.740 0.01 0.01 0.00 0.401
H -6.773 -3.334 1.732 0.00 0.00 0.00 0.391
H -4.860 -2.356 2.965 0.00 0.00 -0.02 0.408
H -2.991 -1.323 1.731 0.00 -0.01 0.00 0.516
C -0.913 4.139 3.234 0.00 -0.01 -0.03 -1.471
C -1.512 4.132 1.830 -0.04 -0.06 0.02 -0.375
Sb -2.129 2.150 1.275 -0.04 -0.01 -0.05 0.811
C -3.223 2.513 -0.542 0.02 0.06 0.02 -0.740
C -3.345 3.981 -0.938 0.01 -0.02 0.00 -0.945
C -3.812 1.898 2.587 0.07 0.03 0.03 -0.775
C -4.713 3.127 2.672 0.00 -0.01 0.00 -1.038
H -0.596 5.141 3.531 0.00 0.00 -0.01 0.398
H -0.046 3.476 3.303 -0.01 0.01 0.00 0.256
H -1.636 3.797 3.977 0.01 0.01 -0.01 0.379
H -0.794 4.471 1.082 0.00 -0.02 0.00 0.100
H -2.376 4.794 1.763 -0.01 -0.02 0.01 0.546
H -4.204 2.050 -0.408 0.01 0.03 0.01 0.520
H -2.704 1.949 -1.318 0.00 -0.01 0.01 0.411
H -3.853 4.573 -0.174 0.00 -0.01 -0.01 0.263
H -3.910 4.090 -1.866 0.01 -0.01 0.01 0.418
H -2.361 4.429 -1.100 -0.02 0.00 0.01 0.065
H -3.443 1.602 3.571 0.00 0.02 -0.01 0.520
H -4.353 1.038 2.185 0.01 0.01 -0.02 0.351
H -4.215 3.958 3.175 0.00 -0.02 -0.02 0.236
H -5.624 2.904 3.232 0.03 0.02 0.00 0.425
H -5.018 3.474 1.682 0.00 -0.03 0.02 0.221
C 0.668 4.749 -2.235 -0.02 0.00 0.02 -1.010
N 1.170 4.352 -0.941 0.03 -0.02 0.04 0.130
C 1.747 5.328 -0.018 0.00 -0.05 -0.03 -0.561
C 2.182 4.465 1.181 0.04 -0.04 -0.06 -0.543
N 1.677 3.147 0.811 -0.16 0.20 0.02 0.249
C 1.117 3.125 -0.403 0.01 0.06 -0.01 0.157
S 0.445 1.759 -1.150 0.04 -0.16 -0.05 -0.455
H -0.055 5.560 -2.123 0.00 0.00 0.01 0.345
H 0.180 3.898 -2.703 0.00 -0.01 0.00 0.306
H 1.483 5.092 -2.874 0.01 0.00 0.00 0.306
H 0.996 6.073 0.253 -0.01 0.01 0.00 0.287
H 2.586 5.846 -0.483 0.01 0.00 -0.01 0.437
H 1.747 4.806 2.119 -0.03 0.01 0.00 0.212
H 3.266 4.448 1.288 0.01 -0.02 0.03 0.397
H 1.702 2.327 1.396 0.12 -0.14 0.00 0.184
```
Forces are in eV/Å.

Output
2S+1 ... 5
<S²> ... 6.113
Net charge ... +1
HOMO energy (alpha / beta) ... -9.4687 / -10.1983 eV
Orbital gap (alpha / beta) ... 5.761 / 5.574 eV

Entry 4:
The following is a quantum chemistry calculation of the ion C4H13N3P with charge +1, from the Open Molecules 2025 dataset.

Structure (XYZ):
```
21
Properties=species:S:1:pos:R:3:forces:R:3:mulliken_charge:R:1
N -1.723 0.989 2.707 0.70 -1.90 -1.68 -0.611
P -1.345 -0.369 1.957 -1.31 3.46 3.38 0.404
N -0.269 0.007 0.576 0.04 -1.87 -0.57 -0.163
C -0.976 0.171 -0.738 -0.12 0.81 -1.21 -0.566
C 0.021 0.897 -1.689 -0.56 -0.49 -0.46 -0.841
N 1.326 0.265 -1.815 -0.20 0.12 0.76 -0.204
C 1.876 -0.239 -0.572 -0.24 -0.33 0.69 -0.903
C 0.829 -0.996 0.316 0.91 -0.15 -1.07 -0.531
H -1.320 1.792 2.234 -0.32 0.38 0.35 0.239
H -2.498 -1.081 1.514 0.88 -0.34 -0.44 0.159
H -0.595 -1.149 2.890 -0.12 -0.52 -1.09 0.131
H 0.215 0.888 0.778 -0.33 0.12 0.40 0.403
H -1.275 -0.800 -1.148 0.29 0.02 0.44 0.417
H -1.893 0.768 -0.653 0.32 0.00 0.40 0.393
H -0.441 0.882 -2.684 0.07 0.22 0.25 0.438
H 0.068 1.952 -1.380 0.33 -0.21 0.02 0.329
H 1.363 -0.411 -2.561 -0.04 -0.09 -0.07 0.310
H 2.259 0.589 0.053 0.00 -0.08 -0.29 0.331
H 2.716 -0.916 -0.747 -0.11 0.19 -0.13 0.446
H 0.403 -1.822 -0.267 -0.06 0.18 0.30 0.343
H 1.259 -1.417 1.231 -0.12 0.48 0.02 0.477
```
Forces are in eV/Å.

Output
SMILES ... N=[PH2][NH+]1CCNCC1
2S+1 ... 1
Net charge ... +1
HOMO energy ... -13.1359 eV
Orbital gap ... 9.892 eV

Energy: -13304.028; -204291.523; -133729.904; -18109.270 (eV)
Molecular weight: 120.06; 1001.81; 846.34; 134.14 (Da)